(a)
A molecular structure, C2H6NO. Source: the Open Molecules 2025 dataset; level of theory: wB97M-V/def2-TZVPD.

## Properties
Net charge: -1
HOMO in eV: -2.32

Last column: Löwdin charge in e.
Cartesian coordinates (Å):
1 C -0.35 1.10 -0.43  -0.58
2 O -0.53 1.57 -1.67  -0.36
3 C -0.26 -0.36 0.04  -0.22
4 N 0.77 -1.74 0.66  -0.10
5 H 0.52 1.70 -0.07  0.07
6 H -1.19 1.39 0.23  0.07
7 H 0.43 -1.00 -0.50  0.03
8 H 0.15 -0.63 1.08  0.04
9 H -1.17 -0.82 -0.20  0.07
10 H 1.62 -1.20 0.86  -0.03


(b)
A gas-phase ion, C2H6NO (charge -1). Source: the Open Molecules 2025 dataset; level of theory: wB97M-V/def2-TZVPD.

## Properties
Net charge: -1
SMILES string: NCC[O-]
HOMO in eV: -1.99

Last column: Löwdin charge in e.
Cartesian coordinates (Å):
1 C -0.38 0.79 -0.01  -0.61
2 O -1.71 0.81 0.10  -0.37
3 C 0.28 -0.57 0.39  -0.30
4 N 1.43 -0.90 -0.50  -0.07
5 H 0.21 1.56 0.59  0.06
6 H 0.00 1.01 -1.05  0.07
7 H -0.47 -1.34 0.24  0.08
8 H 0.66 -0.46 1.41  0.08
9 H 1.93 -1.71 -0.15  0.02
10 H 2.09 -0.12 -0.48  0.04


Short version: (b), (a), most stable first.